Record 1
Molecular formula: C24H36O12
Method: DFT, the ωB97M-V functional and the def2-TZVPD basis

Cartesian coordinates (Å):
O  7.514  -2.640  -3.691
C  7.896  -3.240  -2.691
C  9.110  -4.096  -2.417
C  8.936  -4.685  -0.993
C  7.686  -3.951  -0.522
O  7.182  -3.165  -1.601
H  9.122  -4.934  -3.114
H  10.017  -3.517  -2.594
H  8.868  -5.773  -1.006
H  9.729  -4.359  -0.319
H  6.961  -4.677  -0.152
H  8.036  -3.245  0.231
O  5.922  -3.736  5.633
C  6.296  -4.583  4.881
C  6.934  -5.844  5.168
C  6.689  -6.706  3.935
C  6.145  -5.732  2.965
O  5.970  -4.476  3.614
H  7.994  -5.605  5.077
H  6.565  -6.331  6.071
H  7.561  -7.069  3.390
H  5.871  -7.403  4.114
H  6.793  -5.385  2.159
H  5.171  -5.993  2.551
O  9.406  -4.358  3.185
C  10.248  -3.521  2.863
C  11.638  -3.321  3.383
C  12.256  -2.678  2.153
C  11.161  -2.030  1.383
O  9.970  -2.708  1.766
H  11.798  -2.552  4.138
H  12.197  -4.224  3.626
H  12.898  -1.867  2.498
H  12.795  -3.356  1.491
H  11.036  -0.982  1.658
H  11.184  -2.118  0.297
O  12.524  -6.167  2.256
C  13.558  -6.541  2.800
C  13.835  -6.935  4.250
C  15.141  -7.600  4.163
C  15.843  -6.783  3.045
O  14.720  -6.548  2.135
H  14.052  -5.999  4.764
H  13.001  -7.543  4.602
H  15.569  -7.449  5.154
H  15.030  -8.657  3.919
H  16.297  -5.892  3.480
H  16.699  -7.289  2.596
O  15.854  -4.268  -4.587
C  15.233  -3.851  -3.619
C  15.640  -3.932  -2.120
C  14.305  -3.881  -1.480
C  13.452  -3.075  -2.407
O  13.952  -3.354  -3.725
H  16.311  -4.784  -2.008
H  16.161  -2.986  -1.977
H  13.801  -4.842  -1.373
H  14.341  -3.375  -0.515
H  12.403  -3.369  -2.447
H  13.356  -1.990  -2.357
O  13.080  -1.808  6.157
C  14.125  -2.123  5.633
C  15.260  -1.189  5.392
C  15.994  -1.833  4.244
C  15.412  -3.103  3.903
O  14.435  -3.244  4.897
H  15.020  -0.161  5.120
H  15.790  -0.999  6.325
H  15.926  -1.196  3.361
H  17.062  -1.952  4.425
H  14.861  -3.177  2.966
H  16.166  -3.889  3.959

Atoms 1-3, force components in eV/Å:
1.4 -1.3 1.3
-0.5 1.2 -2.2
0.4 -1.0 -0.4

Calculated values
HOMO-LUMO gap: 9.434 eV
DFT total energy: -50040.067 eV
SMILES: O=C1CCCO1.O=C1CCCO1.O=C1CCCO1.O=C1CCCO1.O=C1CCCO1.O=C1CCCO1
relative energy (zero: lowest compared OMol25 entry of this formula, charge and spin): 346.4 kJ/mol
HOMO level: -9.6 eV
spin multiplicity: 1
LUMO: -0.15 eV

***

Record 2
Molecular formula: C24H36O18
Method: DFT, the ωB97M-V functional and the def2-TZVPD basis

Cartesian coordinates (Å):
C  6.369  21.107  -21.474
C  4.997  21.428  -20.965
C  4.062  22.142  -21.953
O  2.856  21.377  -21.878
C  3.135  20.152  -21.416
O  2.377  19.228  -21.469
O  4.334  20.133  -20.816
H  7.048  21.973  -21.460
H  6.351  20.848  -22.532
H  6.888  20.380  -20.853
H  4.962  21.934  -20.001
H  4.455  22.093  -22.968
H  3.881  23.174  -21.670
C  11.425  23.984  -19.520
C  10.761  22.674  -19.115
C  10.398  21.745  -20.281
O  11.311  20.630  -20.101
C  11.907  20.700  -18.900
O  12.591  19.852  -18.434
O  11.629  21.882  -18.292
H  11.011  24.863  -19.025
H  11.491  24.166  -20.589
H  12.436  23.951  -19.099
H  9.885  22.855  -18.490
H  10.667  22.190  -21.233
H  9.393  21.340  -20.216
C  9.541  18.142  -14.573
C  8.236  18.809  -14.962
C  8.285  20.346  -15.034
O  8.018  20.624  -16.412
C  7.848  19.472  -17.104
O  7.744  19.424  -18.284
O  7.805  18.415  -16.267
H  10.238  18.183  -15.422
H  9.365  17.075  -14.438
H  10.078  18.634  -13.767
H  7.449  18.497  -14.275
H  9.225  20.807  -14.744
H  7.484  20.777  -14.432
C  0.209  16.259  -21.502
C  -0.134  17.368  -22.492
C  0.655  17.320  -23.803
O  -0.307  16.955  -24.795
C  -1.529  16.862  -24.261
O  -2.523  16.596  -24.852
O  -1.495  17.102  -22.931
H  0.911  16.601  -20.745
H  0.580  15.364  -22.012
H  -0.699  15.856  -21.049
H  -0.118  18.337  -22.005
H  1.517  16.662  -23.817
H  0.994  18.324  -24.067
C  0.459  21.067  -19.099
C  0.921  22.455  -18.700
C  2.122  22.526  -17.766
O  2.664  23.818  -18.115
C  2.341  24.063  -19.415
O  2.801  24.938  -20.074
O  1.484  23.117  -19.858
H  1.286  20.370  -18.961
H  0.210  21.076  -20.159
H  -0.415  20.735  -18.545
H  0.136  23.113  -18.321
H  2.882  21.781  -17.993
H  1.801  22.561  -16.730
C  8.158  26.680  -26.911
C  6.762  26.631  -26.373
C  5.765  25.833  -27.216
O  5.035  25.053  -26.271
C  5.670  25.088  -25.069
O  5.297  24.484  -24.113
O  6.774  25.839  -25.150
H  8.822  27.209  -26.226
H  8.180  27.273  -27.833
H  8.588  25.712  -27.162
H  6.409  27.626  -26.100
H  6.316  25.209  -27.924
H  5.024  26.419  -27.756

Atoms 1-3, force components in eV/Å:
1.2 1.1 -0.1
-0.5 -0.6 -0.3
0.5 -0.1 0.1

Calculated values
HOMO-LUMO gap: 10.769 eV
DFT total energy: -62328.181 eV
SMILES: C[C@H]1COC(=O)O1.C[C@H]1COC(=O)O1.C[C@H]1COC(=O)O1.C[C@H]1COC(=O)O1.C[C@H]1COC(=O)O1.C[C@H]1COC(=O)O1
relative energy (zero: lowest compared OMol25 entry of this formula, charge and spin): 110.7 kJ/mol
HOMO level: -10.5 eV
spin multiplicity: 1
LUMO: 0.29 eV

***

Record 3
Molecular formula: C24H37AgN3O11
Method: DFT, the ωB97M-V functional and the def2-TZVPD basis

Cartesian coordinates (Å):
Ag  22.550  -5.626  2.983
C  17.878  -3.304  -0.006
C  17.370  -4.419  -0.749
C  18.199  -5.756  -0.708
O  18.030  -6.633  -1.553
C  19.050  -5.860  0.362
C  19.499  -4.775  1.068
C  18.799  -3.446  0.959
O  18.926  -2.433  1.767
O  20.510  -5.054  1.809
O  16.483  -4.390  -1.605
H  17.294  -2.399  -0.080
H  19.454  -6.856  0.474
C  26.384  -5.054  5.375
C  27.734  -5.109  5.824
C  28.790  -5.875  4.954
O  29.843  -6.057  5.576
C  28.443  -6.232  3.574
C  27.125  -6.019  3.182
C  26.052  -5.524  4.174
O  24.803  -5.568  3.826
O  26.915  -6.319  1.968
O  28.141  -4.624  6.886
H  25.657  -4.656  6.068
H  29.240  -6.562  2.924
C  25.222  -2.959  1.379
C  23.714  -2.610  1.226
C  22.994  -2.904  -0.198
O  23.931  -2.676  -1.224
C  23.359  -2.791  -2.514
N  23.067  -3.235  2.346
H  25.529  -2.497  2.317
H  25.812  -2.685  0.504
H  25.302  -4.042  1.293
H  23.682  -1.525  1.331
H  22.128  -2.251  -0.317
H  22.564  -3.893  -0.358
H  23.992  -2.380  -3.301
H  22.456  -2.180  -2.510
H  22.990  -3.784  -2.769
H  23.557  -2.814  3.122
H  22.215  -2.701  2.439
C  24.169  -8.117  -0.478
C  23.472  -7.604  0.870
C  23.778  -8.467  2.119
O  23.173  -7.891  3.272
C  23.287  -8.641  4.478
N  23.699  -6.174  1.082
H  23.973  -9.148  -0.774
H  25.248  -7.996  -0.384
H  23.773  -7.389  -1.186
H  22.446  -7.744  0.529
H  24.819  -8.648  2.386
H  23.328  -9.436  1.902
H  22.736  -8.098  5.245
H  24.351  -8.598  4.711
H  23.059  -9.704  4.398
H  23.956  -5.818  0.172
H  24.642  -6.255  1.436
C  21.510  -4.552  7.151
C  21.820  -5.394  5.880
C  20.689  -6.470  5.643
O  20.694  -6.898  4.185
C  19.486  -7.589  3.900
N  21.862  -4.490  4.728
H  21.274  -5.269  7.937
H  20.580  -4.086  6.824
H  22.261  -3.816  7.436
H  22.730  -5.941  6.125
H  19.708  -6.134  5.978
H  20.702  -7.344  6.296
H  19.064  -8.367  4.537
H  19.605  -8.074  2.931
H  18.754  -6.798  3.737
H  22.441  -3.721  5.034
H  20.921  -4.125  4.756

Atoms 1-3, force components in eV/Å:
-0.7 0.4 -1.0
-2.4 -1.3 -2.3
1.4 -0.1 -1.8

Calculated values
HOMO-LUMO gap (alpha / beta): 4.507 / 2.136 eV
DFT total energy: -56473.611 eV
charge: -2
HOMO level (alpha / beta): -0.7 / -0.7 eV
spin multiplicity: 2
LUMO (alpha / beta): 3.76 / 1.39 eV

***

Record 4
Molecular formula: C24H37AuBr4Ge2INO2Se
Method: DFT, the ωB97M-V functional and the def2-TZVPD basis

Cartesian coordinates (Å):
Au  0.189  0.721  2.650
Br  -5.414  -3.763  1.935
C  -3.654  -3.137  2.304
C  -2.636  -4.082  2.679
Br  -3.091  -5.813  3.163
C  -1.271  -3.662  2.567
Br  0.213  -4.806  2.910
C  -0.950  -2.337  2.256
O  0.251  -1.829  1.943
C  -1.998  -1.346  2.264
O  -1.759  -0.103  2.323
C  -3.367  -1.791  2.182
Br  -4.605  -0.442  1.878
I  3.343  2.503  7.107
C  3.264  2.201  5.060
C  4.424  2.295  4.256
C  4.282  2.084  2.869
C  3.064  1.768  2.367
N  2.013  1.524  3.156
C  2.079  1.710  4.517
H  5.360  2.654  4.643
H  5.159  2.261  2.209
H  2.866  1.878  1.313
H  1.135  1.604  5.035
C  -1.924  4.655  -1.591
Ge  -2.009  2.777  -2.024
C  -3.836  2.354  -2.602
C  -0.391  2.272  -3.075
C  -1.678  1.969  -0.161
Se  -0.148  2.563  0.706
C  -0.841  4.094  1.869
H  -2.261  5.268  -2.387
H  -0.855  4.874  -1.462
H  -2.447  4.932  -0.685
H  -3.984  2.492  -3.677
H  -4.352  3.135  -2.090
H  -4.110  1.351  -2.321
H  -0.442  2.145  -4.178
H  0.091  1.342  -2.690
H  0.296  3.088  -3.023
H  -1.542  0.906  -0.240
H  -2.537  2.085  0.509
H  -1.433  4.717  1.172
H  -0.101  4.736  2.352
H  -1.514  3.669  2.615
C  4.305  -1.433  -2.940
C  2.871  -1.395  -2.499
C  2.636  -0.394  -1.332
C  1.391  -0.665  -0.537
Ge  1.259  -2.396  0.355
C  0.347  -3.693  -0.737
C  -1.053  -3.398  -1.339
C  -0.984  -2.632  -2.693
C  -2.354  -2.137  -3.016
H  4.581  -2.101  -3.782
H  4.964  -1.725  -2.151
H  4.580  -0.420  -3.189
H  2.566  -2.457  -2.342
H  2.253  -1.003  -3.332
H  2.654  0.668  -1.686
H  3.470  -0.488  -0.658
H  0.470  -0.548  -1.154
H  1.439  0.084  0.270
H  2.562  -2.862  1.023
H  0.365  -4.560  -0.062
H  1.115  -3.898  -1.555
H  -1.613  -2.707  -0.735
H  -1.586  -4.359  -1.461
H  -0.489  -3.235  -3.420
H  -0.291  -1.818  -2.517
H  -3.088  -2.823  -2.621
H  -2.605  -1.850  -4.088
H  -2.642  -1.270  -2.402

Atoms 1-3, force components in eV/Å:
-0.5 -0.2 -0.8
0.7 0.3 0.3
-0.8 0.3 -0.1

Calculated values
HOMO-LUMO gap (alpha / beta): 8.199 / 5.599 eV
DFT total energy: -501396.712 eV
charge: +2
relative energy (zero: lowest compared OMol25 entry of this formula, charge and spin): 0.0 kJ/mol
HOMO level (alpha / beta): -13.8 / -13.9 eV
spin multiplicity: 3
LUMO (alpha / beta): -5.61 / -8.34 eV

***

- What is the spin multiplicity in the first record?
  1

***

- Look up the DFT total energy of the fourth one.
  -501396.712 eV

***

- What is the formula in the second record?
  C24H36O18